1.
{
  "formula": "C8H28O6",
  "method": "ωB97M-V/def2-TZVPD",
  "symbols": ["C", "C", "O", "H", "H", "H", "H", "H", "H", "C", "C", "O", "H", "H", "H", "H", "H", "H", "C", "C", "O", "H", "H", "H", "H", "H", "H", "C", "C", "O", "H", "H", "H", "H", "H", "H", "O", "H", "H", "O", "H", "H"],
  "coordinates": [[2.52, -2.42, -3.49], [2.36, -2.28, -4.94], [3.52, -1.93, -5.62], [1.64, -2.59, -2.87], [3.00, -1.50, -3.14], [3.30, -3.13, -3.22], [1.70, -1.44, -5.15], [1.75, -3.04, -5.42], [3.24, -1.34, -6.33], [-1.13, 6.01, 2.35], [-1.14, 6.42, 0.85], [-1.79, 5.35, 0.10], [-2.10, 5.76, 2.78], [-0.76, 6.83, 2.96], [-0.36, 5.24, 2.46], [-0.10, 6.46, 0.54], [-1.59, 7.39, 0.64], [-2.30, 5.78, -0.59], [-4.26, -2.69, 0.93], [-2.82, -3.08, 0.59], [-2.00, -1.87, 0.57], [-4.75, -3.64, 1.16], [-4.75, -2.10, 0.16], [-4.22, -2.15, 1.87], [-2.87, -3.30, -0.48], [-2.39, -3.92, 1.13], [-1.25, -2.16, 1.10], [2.54, -3.27, 2.17], [3.25, -1.86, 2.45], [2.29, -0.80, 2.43], [2.06, -3.33, 1.20], [1.76, -3.50, 2.89], [3.26, -4.09, 2.28], [4.04, -1.61, 1.74], [3.92, -1.88, 3.32], [2.12, -0.39, 3.28], [0.55, 1.43, -2.06], [0.33, 2.31, -1.76], [0.58, 0.90, -1.26], [-3.38, 1.86, 1.66], [-2.86, 1.06, 1.60], [-2.91, 2.49, 1.12]],
  "gap_ev": 10.2744,
  "relative_energy_kcal_mol": 38.4,
  "e_homo_ev": -9.888,
  "smiles": "CCO.CCO.CCO.CCO.O.O"
}

=====

2.
{
  "formula": "C23H54BrN3O6PS2",
  "method": "ωB97M-V/def2-TZVPD",
  "symbols": ["C", "C", "P", "C", "C", "N", "C", "N", "S", "C", "O", "O", "N", "C", "O", "C", "Br", "C", "C", "C", "S", "H", "H", "H", "H", "H", "H", "H", "H", "H", "H", "H", "H", "H", "H", "H", "H", "H", "H", "H", "H", "H", "H", "H", "H", "C", "C", "O", "C", "C", "H", "H", "H", "H", "H", "H", "H", "H", "H", "H", "C", "C", "O", "C", "C", "H", "H", "H", "H", "H", "H", "H", "H", "H", "H", "C", "C", "O", "C", "C", "H", "H", "H", "H", "H", "H", "H", "H", "H", "H"],
  "coordinates": [[3.85, 4.52, -1.84], [3.77, 2.99, -1.72], [3.75, 2.33, -3.45], [1.95, 2.33, -3.90], [1.17, 1.02, -4.13], [4.19, 0.61, -3.36], [3.75, -0.30, -2.44], [2.84, -0.01, -1.52], [2.17, -1.12, -0.37], [2.01, -0.07, 1.05], [0.89, -1.47, -0.87], [3.16, -2.11, -0.16], [4.37, -1.50, -2.56], [5.39, -1.33, -3.63], [6.52, -2.07, -3.34], [5.60, 0.20, -3.58], [6.62, 0.55, -1.90], [6.25, 0.85, -4.78], [7.62, 0.36, -5.23], [8.85, 0.83, -4.44], [8.91, 2.62, -4.13], [2.95, 4.95, -2.28], [4.69, 4.80, -2.48], [4.03, 4.97, -0.86], [4.64, 2.61, -1.20], [2.87, 2.73, -1.14], [1.45, 2.93, -3.14], [1.91, 2.92, -4.82], [0.96, 0.88, -5.19], [1.68, 0.12, -3.78], [0.21, 1.05, -3.62], [2.46, 0.93, -1.55], [2.81, -0.35, 1.74], [1.02, -0.24, 1.47], [2.13, 0.97, 0.75], [3.74, -2.29, -2.64], [4.95, -1.62, -4.58], [6.77, -2.61, -4.09], [6.26, 1.93, -4.64], [5.54, 0.67, -5.60], [7.63, -0.73, -5.29], [7.74, 0.72, -6.25], [9.73, 0.63, -5.04], [8.98, 0.28, -3.51], [8.30, 2.61, -2.95], [-3.57, 1.56, 2.51], [-2.10, 1.18, 2.55], [-1.52, 1.18, 3.84], [-2.10, 0.29, 4.79], [-2.06, -1.17, 4.38], [-3.72, 2.54, 2.96], [-3.91, 1.59, 1.48], [-4.19, 0.84, 3.05], [-1.52, 1.92, 1.99], [-1.95, 0.21, 2.07], [-3.13, 0.59, 5.00], [-1.53, 0.44, 5.70], [-2.64, -1.37, 3.48], [-2.47, -1.80, 5.17], [-1.03, -1.49, 4.19], [-7.08, 2.60, 0.39], [-7.36, 3.06, -1.03], [-6.20, 3.21, -1.82], [-5.42, 2.04, -2.01], [-6.16, 0.90, -2.69], [-6.39, 3.28, 0.89], [-8.01, 2.55, 0.96], [-6.63, 1.60, 0.41], [-7.82, 4.05, -1.01], [-8.08, 2.39, -1.51], [-4.99, 1.71, -1.06], [-4.59, 2.37, -2.64], [-6.99, 0.53, -2.08], [-5.47, 0.07, -2.85], [-6.56, 1.22, -3.65], [-4.59, -4.54, 7.96], [-4.92, -4.09, 6.55], [-3.80, -4.00, 5.69], [-3.07, -5.19, 5.48], [-3.88, -6.32, 4.86], [-3.85, -3.88, 8.41], [-5.49, -4.53, 8.57], [-4.19, -5.56, 7.98], [-5.34, -3.09, 6.57], [-5.69, -4.75, 6.11], [-2.60, -5.53, 6.41], [-2.26, -4.91, 4.80], [-4.69, -6.65, 5.52], [-3.24, -7.18, 4.68], [-4.32, -6.00, 3.92]],
  "gap_ev": 8.0341,
  "e_homo_ev": -11.053,
  "charge": 1
}

=====

3.
{
  "formula": "C24H27Br2CoN8OS",
  "method": "ωB97M-V/def2-TZVPD",
  "symbols": ["Co", "C", "C", "N", "N", "C", "N", "S", "C", "C", "C", "C", "C", "N", "H", "H", "H", "H", "H", "H", "H", "H", "H", "H", "Br", "C", "C", "C", "Br", "C", "C", "C", "C", "N", "C", "C", "O", "H", "H", "H", "H", "C", "C", "N", "C", "N", "C", "C", "C", "N", "C", "H", "H", "H", "H", "H", "H", "H", "H", "H", "H", "H", "H", "H"],
  "coordinates": [[-0.46, -0.14, -0.20], [3.87, 0.09, -1.26], [2.42, 0.37, -0.99], [1.73, -0.08, -0.02], [2.26, -0.96, 0.86], [1.51, -1.46, 1.88], [2.08, -2.42, 2.60], [-0.02, -0.89, 2.24], [1.67, 1.24, -1.92], [2.33, 2.03, -2.85], [1.59, 2.84, -3.70], [0.21, 2.83, -3.59], [-0.37, 2.00, -2.64], [0.33, 1.21, -1.83], [4.31, -0.63, -0.58], [4.44, 1.02, -1.16], [4.00, -0.28, -2.27], [3.14, -1.40, 0.64], [2.92, -2.89, 2.29], [1.54, -2.86, 3.32], [3.41, 2.03, -2.90], [2.09, 3.47, -4.43], [-0.41, 3.44, -4.23], [-1.44, 1.98, -2.53], [1.69, -4.58, -0.87], [-0.16, -4.29, -0.60], [-1.03, -5.38, -0.45], [-2.36, -5.18, -0.21], [-3.50, -6.69, -0.07], [-2.87, -3.88, -0.05], [-4.20, -3.57, 0.29], [-4.56, -2.27, 0.53], [-3.59, -1.26, 0.41], [-2.36, -1.49, 0.01], [-1.99, -2.78, -0.22], [-0.61, -2.97, -0.58], [0.15, -1.96, -0.80], [-0.64, -6.39, -0.53], [-4.93, -4.37, 0.40], [-5.56, -2.01, 0.83], [-3.84, -0.25, 0.68], [-5.06, 2.89, -1.48], [-4.61, 1.46, -1.69], [-3.24, 1.34, -1.23], [-2.76, 1.95, -0.10], [-1.61, 1.55, 0.38], [-1.04, 2.26, 1.53], [-1.51, 3.70, 1.60], [-3.03, 3.71, 1.58], [-3.50, 2.97, 0.41], [-4.87, 3.23, -0.02], [-6.10, 3.01, -1.77], [-4.45, 3.56, -2.10], [-4.64, 1.19, -2.75], [-5.28, 0.78, -1.16], [-2.77, 0.46, -1.42], [0.04, 2.22, 1.44], [-1.31, 1.74, 2.45], [-1.14, 4.25, 0.73], [-1.14, 4.18, 2.50], [-3.41, 4.73, 1.51], [-3.42, 3.27, 2.50], [-5.08, 4.29, 0.16], [-5.57, 2.65, 0.59]],
  "gap_ev": [6.6036, 6.6711],
  "e_homo_ev": [-9.600, -9.644],
  "charge": 1,
  "spin_multiplicity": 4
}

=====

4.
{
  "formula": "C44H101FN14O12PS",
  "method": "ωB97M-V/def2-TZVPD",
  "symbols": ["C", "C", "C", "C", "C", "C", "C", "C", "C", "C", "C", "N", "C", "O", "C", "C", "C", "N", "N", "C", "C", "C", "C", "P", "S", "N", "C", "C", "C", "C", "O", "C", "F", "H", "H", "H", "H", "H", "H", "H", "H", "H", "H", "H", "H", "H", "H", "H", "H", "H", "H", "H", "H", "H", "H", "H", "H", "H", "H", "H", "H", "H", "H", "H", "H", "H", "H", "H", "H", "H", "H", "H", "H", "H", "H", "H", "H", "H", "H", "H", "H", "H", "H", "H", "O", "C", "N", "C", "H", "H", "H", "H", "H", "O", "C", "N", "C", "H", "H", "H", "H", "H", "O", "C", "N", "C", "H", "H", "H", "H", "H", "O", "C", "N", "C", "H", "H", "H", "H", "H", "O", "C", "N", "C", "H", "H", "H", "H", "H", "O", "C", "N", "C", "H", "H", "H", "H", "H", "O", "C", "N", "C", "H", "H", "H", "H", "H", "O", "C", "N", "C", "H", "H", "H", "H", "H", "O", "C", "N", "C", "H", "H", "H", "H", "H", "O", "C", "N", "C", "H", "H", "H", "H", "H"],
  "coordinates": [[6.68, -1.37, 2.94], [6.91, -1.34, 1.42], [7.56, -2.62, 0.87], [6.75, -3.90, 1.15], [6.10, -4.50, -0.09], [5.16, -3.49, -0.81], [3.71, -3.71, -0.35], [2.91, -2.45, -0.71], [1.37, -2.58, -0.75], [0.60, -1.83, 0.36], [-0.75, -1.35, -0.25], [-1.44, -2.33, -1.06], [-2.77, -2.73, -0.61], [1.25, -0.63, 0.78], [1.75, -0.58, 2.11], [2.93, 0.43, 2.11], [2.90, 1.46, 0.98], [3.60, 0.97, -0.22], [0.78, -0.19, 3.12], [0.23, 0.95, 3.22], [-0.52, 1.68, 2.13], [0.22, 1.63, 4.56], [2.31, -1.95, 2.57], [3.05, -1.94, 4.28], [1.75, -2.04, 5.72], [1.26, -3.00, 2.57], [1.84, -4.40, 2.49], [1.29, -5.33, 3.58], [-0.23, -5.38, 3.71], [-0.89, -6.40, 2.76], [0.05, -6.83, 1.77], [0.19, -2.72, 1.54], [-0.34, -3.89, 1.12], [6.48, -0.37, 3.32], [5.83, -2.01, 3.18], [7.56, -1.77, 3.45], [5.93, -1.20, 0.95], [7.52, -0.47, 1.18], [7.81, -2.54, -0.18], [8.52, -2.72, 1.39], [7.44, -4.66, 1.54], [6.02, -3.75, 1.96], [6.83, -4.91, -0.79], [5.48, -5.34, 0.24], [5.40, -2.48, -0.49], [5.25, -3.60, -1.88], [3.76, -3.87, 0.73], [3.30, -4.60, -0.83], [3.25, -2.19, -1.71], [3.25, -1.63, -0.07], [1.04, -2.19, -1.72], [1.10, -3.63, -0.75], [-0.55, -0.46, -0.84], [-1.40, -1.03, 0.58], [-1.44, -2.06, -2.03], [-3.54, -2.23, -1.20], [-2.91, -2.53, 0.45], [-2.91, -3.80, -0.75], [3.04, 0.89, 3.09], [3.84, -0.15, 1.95], [3.44, 2.35, 1.31], [1.89, 1.78, 0.73], [2.92, 0.60, -0.87], [4.04, 1.75, -0.69], [-0.53, 1.15, 1.19], [-0.10, 2.68, 2.01], [-1.55, 1.83, 2.49], [1.06, 1.26, 5.15], [-0.67, 1.32, 5.11], [0.26, 2.71, 4.47], [3.12, -2.18, 1.87], [3.88, -3.07, 4.27], [3.91, -0.84, 4.37], [0.82, -2.94, 3.50], [2.91, -4.30, 2.69], [1.77, -4.82, 1.50], [1.70, -6.31, 3.34], [1.72, -5.01, 4.54], [-0.69, -4.40, 3.55], [-0.46, -5.69, 4.73], [-1.74, -5.92, 2.26], [-1.28, -7.25, 3.31], [-0.44, -7.01, 0.96], [-0.60, -2.20, 2.09], [8.70, -3.61, -2.23], [9.90, -3.77, -2.38], [10.56, -3.24, -3.45], [10.74, -4.55, -1.40], [11.55, -3.35, -3.59], [10.03, -2.71, -4.12], [10.35, -5.57, -1.35], [10.66, -4.09, -0.42], [11.79, -4.59, -1.69], [-3.43, 0.33, -1.36], [-4.53, 0.85, -1.17], [-5.29, 1.28, -2.19], [-5.11, 1.06, 0.20], [-6.19, 1.71, -2.05], [-4.94, 1.16, -3.13], [-4.45, 1.69, 0.78], [-5.21, 0.09, 0.70], [-6.09, 1.54, 0.14], [4.21, -3.70, -3.94], [3.93, -2.93, -4.84], [4.27, -3.19, -6.13], [3.19, -1.63, -4.60], [4.05, -2.57, -6.89], [4.77, -4.04, -6.32], [3.77, -1.02, -3.91], [2.22, -1.86, -4.15], [3.02, -1.07, -5.52], [-7.38, 3.21, 0.17], [-8.22, 4.03, 0.51], [-8.20, 4.59, 1.74], [-9.34, 4.46, -0.39], [-8.88, 5.26, 2.05], [-7.46, 4.32, 2.37], [-9.93, 3.59, -0.66], [-8.91, 4.90, -1.30], [-9.99, 5.19, 0.08], [-4.32, 0.56, -5.36], [-3.21, 0.10, -5.53], [-2.42, 0.52, -6.54], [-2.63, -0.96, -4.62], [-1.50, 0.15, -6.71], [-2.78, 1.23, -7.16], [-3.27, -1.84, -4.65], [-2.60, -0.57, -3.60], [-1.62, -1.25, -4.93], [8.67, 2.49, -3.06], [8.26, 2.16, -1.96], [8.20, 0.85, -1.59], [7.79, 3.16, -0.93], [7.87, 0.56, -0.69], [8.50, 0.15, -2.25], [6.96, 3.72, -1.34], [8.60, 3.84, -0.70], [7.46, 2.67, -0.01], [-11.77, 3.27, 0.78], [-11.96, 2.78, 1.88], [-12.41, 3.52, 2.92], [-11.70, 1.32, 2.17], [-12.57, 3.15, 3.84], [-12.58, 4.50, 2.77], [-10.65, 1.10, 1.96], [-12.32, 0.72, 1.51], [-11.92, 1.05, 3.20], [-7.70, 4.40, -7.41], [-6.90, 3.98, -6.60], [-6.18, 2.85, -6.82], [-6.64, 4.68, -5.29], [-5.52, 2.47, -6.16], [-6.34, 2.36, -7.68], [-7.58, 4.73, -4.73], [-6.30, 5.69, -5.49], [-5.90, 4.17, -4.68], [5.18, 5.12, -0.70], [4.58, 5.91, -1.39], [3.47, 6.55, -0.93], [5.00, 6.25, -2.80], [2.96, 7.22, -1.48], [3.17, 6.36, 0.01], [5.00, 5.34, -3.39], [6.01, 6.65, -2.77], [4.34, 6.98, -3.27], [-12.08, 5.97, 4.49], [-12.29, 6.53, 5.55], [-11.84, 7.78, 5.80], [-13.07, 5.87, 6.66], [-12.00, 8.26, 6.66], [-11.32, 8.25, 5.07], [-12.57, 4.95, 6.95], [-14.07, 5.63, 6.30], [-13.17, 6.51, 7.54]],
  "gap_ev": 8.9227,
  "relative_energy_kcal_mol": 0.0,
  "e_homo_ev": -10.512,
  "charge": 1
}

=====

5.
{
  "formula": "C3H11N",
  "method": "ωB97M-V/def2-TZVPD",
  "symbols": ["C", "C", "C", "H", "H", "H", "H", "H", "H", "H", "H", "N", "H", "H", "H"],
  "coordinates": [[0.10, 2.06, -2.16], [0.56, 1.38, -0.86], [-0.59, 0.94, 0.07], [0.44, 3.10, -2.21], [0.58, 1.60, -3.02], [-0.98, 2.01, -2.28], [1.19, 0.53, -1.09], [1.20, 2.06, -0.31], [-1.59, 1.14, -0.33], [-0.56, 1.45, 1.03], [-0.55, -0.12, 0.31], [-0.16, -4.01, 2.44], [-0.59, -4.14, 3.36], [0.46, -3.21, 2.62], [0.50, -4.79, 2.41]],
  "gap_ev": 11.6393,
  "relative_energy_kcal_mol": 5.6,
  "e_homo_ev": -10.569,
  "smiles": "CCC.N"
}

=====

6.
{
  "formula": "C3H6O3",
  "method": "ωB97M-V/def2-TZVPD",
  "symbols": ["O", "C", "O", "C", "C", "O", "H", "H", "H", "H", "H", "H"],
  "coordinates": [[1.15, 0.55, 1.28], [0.83, 0.64, 0.07], [2.03, 0.56, -0.77], [-0.13, -0.53, -0.65], [-1.53, -0.33, -0.72], [-2.23, -0.89, 0.69], [2.68, 0.18, -0.12], [0.22, 1.55, -0.23], [0.40, -1.50, -1.07], [-2.19, -0.94, -1.34], [-1.82, 0.71, -0.64], [-1.98, -0.46, 1.60]],
  "gap_ev": 5.8666,
  "relative_energy_kcal_mol": 160.5,
  "e_homo_ev": -9.000
}

=====

7.
{
  "formula": "C6H10O",
  "method": "ωB97M-V/def2-TZVPD",
  "symbols": ["C", "C", "C", "C", "C", "O", "C", "H", "H", "H", "H", "H", "H", "H", "H", "H", "H"],
  "coordinates": [[1.70, -0.99, -0.35], [0.69, 0.15, -0.22], [-0.40, 0.19, -1.29], [-1.44, 0.43, -0.24], [-0.84, -0.52, 0.76], [-1.09, 1.69, 0.38], [0.10, 1.29, 1.04], [2.34, -0.93, -1.25], [1.18, -1.97, -0.42], [2.38, -1.02, 0.51], [-0.37, 0.92, -2.10], [-0.58, -0.82, -1.72], [-2.49, 0.42, -0.52], [-0.61, -1.53, 0.52], [-1.30, -0.45, 1.78], [0.87, 2.02, 1.02], [-0.16, 1.13, 2.14]],
  "gap_ev": 8.8763,
  "relative_energy_kcal_mol": 118.9,
  "e_homo_ev": -7.878
}

=====

8.
{
  "formula": "C5H3CeO6",
  "method": "ωB97M-V/def2-TZVPD",
  "symbols": ["O", "C", "Ce", "O", "C", "C", "O", "C", "O", "C", "O", "H", "O", "H", "H"],
  "coordinates": [[0.06, 2.55, -2.85], [0.07, 1.79, -1.98], [0.24, -0.27, 0.21], [0.04, 3.04, 2.21], [0.06, 2.12, 1.50], [0.03, -1.28, -1.70], [-0.01, -2.34, -1.01], [2.71, 0.26, -0.14], [3.81, 0.14, -0.48], [-2.42, 0.24, -0.10], [-3.52, 0.06, -0.41], [0.19, -1.17, -2.79], [-0.15, -1.58, 2.26], [-0.66, -2.41, 2.20], [-0.45, -1.14, 3.07]],
  "gap_ev": [7.8469, 7.8628],
  "relative_energy_kcal_mol": 0.0,
  "e_homo_ev": [-17.458, -17.428],
  "charge": 2,
  "spin_multiplicity": 2
}

=====

9.
{
  "formula": "C9H9F3OSe",
  "method": "ωB97M-V/def2-TZVPD",
  "symbols": ["C", "C", "C", "C", "C", "C", "C", "C", "C", "O", "F", "F", "F", "Se", "H", "H", "H", "H", "H", "H", "H", "H", "H"],
  "coordinates": [[-2.71, -0.06, -1.90], [-2.87, 1.13, -1.13], [-1.43, -0.67, -1.98], [-1.80, 1.66, -0.49], [-0.36, -0.05, -1.36], [-0.60, 1.03, -0.57], [0.58, -1.50, 2.42], [0.92, 0.79, 1.79], [2.97, -0.03, -0.71], [0.37, -0.40, 1.58], [3.23, -0.75, 0.47], [3.25, -0.97, -1.75], [3.96, 0.86, -0.73], [1.02, 1.89, 0.34], [-3.67, -0.62, -2.10], [-3.86, 1.46, -0.91], [-1.16, -1.56, -2.42], [-2.15, 2.49, 0.11], [0.76, -0.37, -1.36], [1.41, -1.33, 3.14], [0.75, -2.34, 1.85], [-0.30, -1.73, 3.10], [1.69, 1.05, 2.60]],
  "gap_ev": [7.3312, 7.5781],
  "e_homo_ev": [-6.616, -9.355],
  "spin_multiplicity": 3
}

=====

| no. | DFT total energy (hartree) |
| --- | --- |
| 1 | -772.93302 |
| 2 | -5235.90022 |
| 3 | -8372.95317 |
| 4 | -4245.97928 |
| 5 | -175.63430 |
| 6 | -343.39885 |
| 7 | -309.65287 |
| 8 | -1118.20699 |
| 9 | -3124.38843 |